The following is a DFT calculation (ωB97M-V/def2-TZVPD) of a structure of composition C28H29BiN3Si in a non-equilibrium geometry.

XYZ file:
```
62
Properties=species:S:1:pos:R:3
C 2.33941 -1.25705 0.22356
C 1.90991 -1.16611 -1.13431
C 1.93499 0.24800 -1.49491
H 1.81678 -1.98237 -1.84433
C 2.29064 0.97161 -0.30849
C 2.56365 0.03963 0.71145
H 2.95408 0.28547 1.69505
H 2.56089 -2.18625 0.74103
H 1.86939 0.63973 -2.50339
H 2.41517 2.04720 -0.25169
Bi -0.39922 -0.12471 -0.64731
C -4.08812 2.25742 -1.58636
H -3.98366 3.31524 -1.22880
H -5.12005 1.92560 -1.52414
H -3.60090 1.78163 -0.74611
Si -2.77930 1.65948 -2.86986
C -4.29605 0.77507 -3.93360
C -3.55874 0.14684 -4.94946
H -2.50896 0.33490 -5.13868
C -4.11435 -0.76790 -5.86805
H -3.48326 -1.26301 -6.62020
C -5.48755 -1.00280 -5.83426
H -5.94571 -1.68919 -6.53511
C -6.28155 -0.34592 -4.89406
H -7.36168 -0.54617 -4.87752
C -5.69485 0.57755 -3.99045
H -6.36453 1.14670 -3.35191
C -2.99513 3.27164 -4.08812
C -3.53721 3.48042 -5.37261
H -4.19698 2.75413 -5.84323
C -3.21600 4.63949 -6.12455
H -3.49805 4.73920 -7.18201
C -2.44145 5.66792 -5.56264
H -2.18351 6.57447 -6.12669
C -2.09861 5.54849 -4.21299
H -1.50831 6.33498 -3.73371
C -2.44243 4.39836 -3.47821
H -2.20642 4.42107 -2.42184
H -6.90098 2.83296 -1.60179
H -7.00969 3.42723 -1.22045
N -0.00037 -1.22048 2.93803
C -0.03208 0.17145 2.86453
C 0.32066 0.90099 4.01402
C 0.31589 2.28754 3.98134
C -0.05004 2.90646 2.77642
C -0.38657 2.14548 1.66746
N -0.36504 0.77455 1.71011
C -0.53114 -2.21790 2.11760
C -0.73511 -3.47978 2.70745
C -1.22073 -4.53160 1.94050
C -1.47575 -4.28366 0.58282
C -1.25113 -3.02560 0.04920
N -0.78747 -1.97743 0.81224
H 0.29475 -1.54036 3.85368
H 0.60025 0.34924 4.90390
H 0.59625 2.88552 4.85491
H -0.06330 3.98859 2.69253
H -0.65972 2.62559 0.71565
H -0.51536 -3.60139 3.76817
H -1.38766 -5.52542 2.36546
H -1.83622 -5.07930 -0.06776
H -1.43304 -2.83165 -1.01174
```

Calculated values
- orbital gap (eV) = 4.6
- relative energy (zero: lowest compared OMol25 entry of this formula, charge and spin) (kcal per mole) = 5.6
- total charge = +1

These are the natural (NBO) partial charges, in e, on atoms 1 to 6: atom 1 (C): -0.248, atom 2 (C): -0.411, atom 3 (C): -0.430, atom 4 (H): 0.262, atom 5 (C): -0.257, atom 6 (C): -0.276

=====

The following is a DFT calculation (ωB97M-V/def2-TZVPD) of a cluster of 2 separate species, ClH5N3P in total in a non-equilibrium geometry.

XYZ file:
```
10
Properties=species:S:1:pos:R:3
H -2.24114 2.04755 -1.31295
N -1.37302 1.58992 -0.95207
P -1.73267 0.29163 -0.25689
Cl -3.68891 0.07181 0.16403
N -0.68065 -0.80551 0.23036
H -1.05535 -1.61075 0.74631
N 2.99594 -0.25254 0.29143
H 2.16727 0.34802 0.43746
H 2.80444 -0.81481 1.13140
H 2.80410 -0.86531 -0.47908
```

Calculated values
- orbital gap (eV) = 9.7
- SMILES = [H]/N=P(\Cl)=N\[H].N
- relative energy (zero: lowest compared OMol25 entry of this formula, charge and spin) (kcal per mole) = 33.0
- total charge = 0

These are the natural (NBO) partial charges, in e, on atoms 1 to 6: atom 1 (H): 0.401, atom 2 (N): -1.179, atom 3 (P): 1.803, atom 4 (Cl): -0.254, atom 5 (N): -1.171, atom 6 (H): 0.399